(1)
The following is a quantum chemistry calculation of C6H6S2 in the gas phase, from OMol25.

Last column: Mulliken charge in e.
Atoms and positions in Å:
C1 -3.458 -0.170 0.444  -0.07
C2 -2.314 -0.030 0.097  -0.77
C3 -1.133 0.101 -0.800  0.08
C4 1.425 -0.453 -0.429  -0.14
C5 2.538 -0.069 0.389  -0.28
C6 1.050 0.745 0.500  -0.41
H1 -4.338 -0.536 1.109  0.33
H2 -1.415 0.214 -1.757  0.47
H3 1.275 -0.120 -1.500  0.22
H4 2.554 -0.591 1.352  0.21
H5 3.441 0.455 0.129  0.30
H6 0.557 0.332 1.401  0.27
S1 0.016 -1.502 -0.453  -0.13
S2 -0.199 1.624 -0.482  -0.10

## Properties
SMILES: C#CC1S[C@@H]2C[C@H]2S1
E_LUMO (eV): 0.50
2S+1: 1
Relative energy (zero: lowest compared OMol25 entry of this formula, charge and spin) (eV): 4.832

---

(2)
The following is a quantum chemistry calculation of C6H7AgNaO6 as an isolated structure, from OMol25.

Last column: Mulliken charge in e.
Atoms and positions in Å:
O1 -4.302 -0.439 1.594  -0.65
C1 -3.429 -0.516 0.725  0.78
O2 -3.424 -1.327 -0.230  -0.78
O3 -2.351 0.357 0.896  -0.21
C2 -1.136 -0.098 0.609  0.00
C3 -0.306 -0.403 1.707  -0.70
Ag1 -6.122 -2.470 0.854  0.85
H1 -0.281 -1.477 1.943  0.27
H2 -0.432 0.130 2.655  0.35
Na1 -1.637 -1.819 -1.487  0.97
C4 0.624 0.802 0.718  -0.59
C5 1.500 0.128 -0.317  -0.32
O4 2.370 1.136 -0.845  -0.30
C6 3.152 0.799 -1.856  0.65
O5 3.273 -0.312 -2.317  -0.55
O6 3.696 1.899 -2.363  -0.43
H3 1.264 1.219 1.509  0.46
H4 0.228 1.746 0.315  0.37
H5 0.920 -0.319 -1.137  0.13
H6 2.101 -0.686 0.111  0.33
H7 4.292 1.651 -3.082  0.37

## Properties
Net charge: +1
E_LUMO (eV): -5.56
2S+1: 1
Relative energy (zero: lowest compared OMol25 entry of this formula, charge and spin) (eV): 0.000

---

(3)
The following is a quantum chemistry calculation of C6H7B2FO4 in the gas phase, from OMol25.

Last column: Löwdin spin population.
Atoms and positions in Å:
B1 0.911 -2.085 -0.762  0.14
B2 -1.311 2.005 -1.174  0.13
C1 0.864 -0.124 2.422  0.08
C2 1.913 -0.746 1.552  0.10
C3 -0.355 0.268 2.224  0.00
C4 1.651 -1.408 0.448  0.65
C5 -1.288 1.274 0.202  0.63
C6 -0.937 0.173 0.808  0.07
O1 0.686 -3.453 -0.662  0.04
O2 0.544 -1.408 -1.864  0.03
O3 -0.420 1.598 -2.155  0.03
O4 -2.019 3.160 -1.300  0.03
F1 -1.559 -1.064 0.521  0.05
H1 1.337 0.169 3.313  0.01
H2 2.900 -0.499 1.785  0.03
H3 -0.959 0.606 2.981  0.00
H4 0.151 -3.731 -1.461  0.00
H5 0.672 -0.484 -1.808  0.00
H6 -0.694 1.982 -3.009  0.00
H7 -2.088 3.767 -2.061  0.00

## Properties
E_LUMO (spin up / spin down) (eV): 0.09 / -1.18
2S+1: 3

---

(4)
The following is a quantum chemistry calculation of an isolated ion of composition C6H7BrF3N2 and charge +1, from OMol25.

Last column: Mulliken charge in e.
Atoms and positions in Å:
C1 -1.525 -0.291 -1.595  -0.53
C2 -2.771 -0.338 -1.127  0.32
C3 -3.823 -0.043 -0.436  -0.05
C4 -0.350 -0.215 1.772  -0.78
C5 0.826 0.256 -0.987  -0.98
C6 -4.177 1.434 -0.229  0.83
N1 -1.006 -0.117 0.540  -0.26
N2 -0.529 -0.107 -0.609  0.46
F1 -4.912 1.565 0.894  -0.25
F2 -3.060 2.148 -0.047  -0.24
F3 -4.849 2.033 -1.127  -0.22
Br1 -5.088 -1.278 0.266  0.01
H1 -1.287 -0.644 -2.525  0.43
H2 0.738 0.158 1.824  0.32
H3 -1.021 0.347 2.481  0.33
H4 -0.231 -1.244 2.128  0.36
H5 0.832 0.007 -1.964  0.40
H6 0.843 1.291 -1.136  0.41
H7 1.579 -0.136 -0.417  0.45

## Properties
SMILES: C/N=[N+](\C)C=C=C(Br)C(F)(F)F
Net charge: +1
E_LUMO (eV): -6.09
2S+1: 1
Relative energy (zero: lowest compared OMol25 entry of this formula, charge and spin) (eV): 1.201

---

(5)
The following is a quantum chemistry calculation of C6H7Cl as an isolated structure, from OMol25.

Last column: Mulliken charge in e.
Atoms and positions in Å:
C1 0.435 1.368 -1.005  -0.85
C2 -0.516 0.452 -1.550  -0.02
C3 -0.230 1.216 0.352  0.55
C4 0.068 1.594 1.554  -0.56
C5 -1.146 0.241 -0.360  -0.13
C6 0.677 -2.418 0.226  -0.97
Cl1 -2.384 -0.722 0.298  -0.17
H1 1.437 1.602 -1.289  0.36
H2 -0.715 -0.012 -2.579  0.34
H3 -0.611 1.200 2.410  0.21
H4 0.957 2.243 1.620  0.26
H5 0.443 -2.203 1.188  0.35
H6 1.555 -2.133 -0.236  0.33
H7 0.031 -2.428 -0.628  0.28

## Properties
E_LUMO (spin up / spin down) (eV): -0.14 / 0.15
2S+1: 1
Relative energy (zero: lowest compared OMol25 entry of this formula, charge and spin) (eV): 5.567

---

(6)
The following is a quantum chemistry calculation of a 2-piece molecular cluster, C6H7Cl2N3O2 overall, from OMol25.

Last column: Mulliken charge in e.
Atoms and positions in Å:
C1 -0.099 1.590 -0.304  -0.78
C2 0.960 2.007 0.402  0.47
C3 2.313 2.202 -0.141  0.18
C4 -0.187 -1.701 1.414  -0.41
C5 -1.280 -1.750 2.158  -0.04
C6 0.179 1.211 -1.702  0.86
N1 3.291 2.402 0.578  -0.59
N2 -0.729 0.647 -2.540  -0.48
N3 1.345 1.331 -2.302  0.64
O1 2.383 1.954 -1.474  -0.41
O2 1.769 0.949 -3.413  -0.77
Cl1 0.670 2.452 2.033  -0.16
Cl2 -2.689 -1.007 1.627  -0.18
H1 -1.129 1.494 0.007  0.37
H2 -0.128 -1.063 0.606  0.09
H3 0.649 -2.436 1.635  0.21
H4 -1.344 -2.039 3.216  0.33
H5 4.140 2.464 -0.051  0.30
H6 -1.658 0.732 -2.320  0.16
H7 -0.321 0.299 -3.397  0.21

## Properties
SMILES: [H]/N=c1\o[n+]([O-])c(N)cc1Cl.C=CCl
E_LUMO (spin up / spin down) (eV): -0.47 / -0.47
2S+1: 1
Relative energy (zero: lowest compared OMol25 entry of this formula, charge and spin) (eV): 0.326

---

(7)
The following is a quantum chemistry calculation of C6H7Cl3Si as an isolated structure, from OMol25.

Last column: Mulliken charge in e.
Atoms and positions in Å:
C1 -0.784 0.585 -2.169  -0.50
C2 -1.470 0.971 0.163  -0.72
C3 -1.788 0.797 -1.144  0.22
C4 0.552 0.543 -1.878  0.11
C5 0.928 0.911 -0.506  -1.01
C6 -0.079 0.627 0.545  0.80
Si1 0.137 -1.183 1.212  0.45
Cl1 -3.542 0.854 -1.575  -0.22
Cl2 1.709 0.613 -3.104  -0.19
Cl3 0.316 1.525 2.057  -0.21
H1 -1.117 0.628 -3.130  0.50
H2 -2.240 1.242 0.897  0.38
H3 1.970 0.387 -0.232  0.31
H4 1.236 1.939 -0.553  0.38
H5 -0.268 -1.260 2.610  -0.11
H6 1.510 -1.238 0.670  -0.09
H7 -0.589 -2.016 0.175  -0.09

## Properties
E_LUMO (eV): -0.04
2S+1: 1
Relative energy (zero: lowest compared OMol25 entry of this formula, charge and spin) (eV): 0.975

---

(8)
The following is a quantum chemistry calculation of C6H7ClN2 in the gas phase, from OMol25.

Last column: Mulliken charge in e.
Atoms and positions in Å:
C1 -1.286 0.096 0.356  -0.01
C2 -0.964 -0.149 -0.911  0.33
C3 0.716 -0.078 1.069  0.43
C4 0.451 -0.472 -1.196  0.35
C5 1.029 0.261 2.249  -0.92
C6 1.005 -0.602 -2.416  -1.17
N1 1.237 -0.389 -0.054  -0.15
N2 -2.365 0.526 1.069  -0.56
Cl1 -1.835 -0.052 -2.336  -0.25
H1 2.087 0.401 2.418  0.30
H2 0.342 0.745 2.902  0.24
H3 1.970 -0.806 -2.675  0.36
H4 0.338 -0.550 -3.302  0.20
H5 2.103 -0.954 -0.117  0.29
H6 -2.603 1.498 0.838  0.27
H7 -2.223 0.526 2.106  0.29

## Properties
E_LUMO (eV): 0.77
2S+1: 1
Relative energy (zero: lowest compared OMol25 entry of this formula, charge and spin) (eV): 3.263

---

(9)
The following is a quantum chemistry calculation of a 2-piece molecular cluster, C6H7ClN2 overall, from OMol25.

Last column: Mulliken charge in e.
Atoms and positions in Å:
C1 -1.411 1.774 0.534  -0.32
C2 -0.785 2.216 -0.617  -0.53
C3 0.783 0.983 0.561  0.09
C4 0.219 -2.192 0.072  -0.26
C5 1.069 -1.895 -0.692  -0.38
C6 1.765 0.194 0.896  -0.62
N1 -0.428 1.183 1.290  -0.14
N2 0.540 1.723 -0.543  -0.05
Cl1 3.213 -0.053 -0.156  -0.24
H1 -2.395 1.656 0.870  0.42
H2 -1.172 2.870 -1.325  0.42
H3 -0.306 -2.280 0.983  0.35
H4 -0.619 0.724 2.276  0.30
H5 1.731 -2.229 -1.546  0.31
H6 1.866 -0.605 1.655  0.39
H7 1.292 1.734 -1.251  0.25

## Properties
SMILES: ClC=C1NC=CN1.C#C
E_LUMO (eV): 0.83
2S+1: 1
Relative energy (zero: lowest compared OMol25 entry of this formula, charge and spin) (eV): 3.885

---

(10)
The following is a quantum chemistry calculation of C6H7ClO2 in the gas phase, from OMol25.

Last column: Mulliken charge in e.
Atoms and positions in Å:
C1 1.210 3.083 -0.680  -0.68
C2 0.388 1.070 0.228  0.66
C3 -0.059 -0.381 -0.059  0.20
C4 -0.390 -1.407 0.764  0.30
C5 -0.971 -2.655 1.045  -0.57
C6 -0.225 -1.863 2.046  -0.48
H1 1.553 3.262 -1.662  0.28
H2 0.445 3.866 -0.195  0.25
H3 2.146 2.992 -0.178  0.33
H4 -2.005 -2.701 1.286  0.20
H5 -0.748 -3.843 0.610  0.20
H6 0.916 -1.935 2.222  0.18
H7 -0.710 -1.284 2.868  0.22
O1 0.508 1.827 -0.859  -0.27
O2 0.687 1.350 1.393  -0.58
Cl1 -0.640 -0.756 -1.723  -0.24

## Properties
SMILES: COC(=O)C(Cl)=C1CC1
E_LUMO (eV): 0.24
2S+1: 1
Relative energy (zero: lowest compared OMol25 entry of this formula, charge and spin) (eV): 2.209

---

(11)
The following is a quantum chemistry calculation of C6H7ClS as an isolated structure, from OMol25.

Last column: Mulliken charge in e.
Atoms and positions in Å:
C1 1.206 -0.941 0.031  0.14
C2 0.377 -1.914 -0.345  -0.52
C3 -1.732 0.063 0.397  -0.50
C4 -0.545 0.409 -0.332  -0.32
C5 0.425 1.755 -0.330  -0.82
C6 0.730 0.394 0.464  0.00
H1 0.735 -2.884 -0.868  0.32
H2 -1.789 0.325 1.590  0.27
H3 -2.696 0.281 -0.076  0.34
H4 -0.204 -0.125 -1.272  0.59
H5 0.774 2.316 -1.312  0.22
H6 0.298 2.651 0.328  0.26
H7 0.747 0.462 1.529  0.39
S1 -1.349 -1.827 0.053  -0.13
Cl1 3.023 -0.966 0.143  -0.23

## Properties
E_LUMO (eV): 0.78
2S+1: 1
Relative energy (zero: lowest compared OMol25 entry of this formula, charge and spin) (eV): 4.062

---

(12)
The following is a quantum chemistry calculation of C6H7CuLiO6 as an isolated structure, from OMol25.

Last column: Mulliken charge in e.
Atoms and positions in Å:
Cu1 -2.103 1.505 2.832  0.56
O1 -1.755 -0.043 1.490  -0.92
O2 -0.803 0.853 -0.486  -0.42
C1 -0.733 2.268 -0.647  -0.40
C2 0.066 2.703 0.571  -0.37
O3 -0.342 1.757 1.557  -0.52
C3 -0.750 0.556 0.885  1.82
H1 -0.236 2.491 -1.597  0.33
H2 -1.744 2.701 -0.645  0.24
H3 -0.182 3.708 0.928  0.32
H4 1.152 2.625 0.402  0.25
Li1 1.506 -4.267 -3.282  0.91
O4 2.204 -2.561 -2.443  -0.77
O5 0.976 -1.495 -0.894  -0.18
C4 0.330 -1.696 0.230  -0.05
C5 0.104 -0.673 1.232  -0.82
O6 0.268 -3.471 -1.823  -0.78
C6 1.145 -2.605 -1.814  0.95
H5 -0.496 -2.414 0.131  0.34
H6 1.375 -0.875 1.122  0.17
H7 0.016 -1.066 2.252  0.34

## Properties
Net charge: +1
E_LUMO (eV): -4.42
2S+1: 1
Relative energy (zero: lowest compared OMol25 entry of this formula, charge and spin) (eV): 2.117

---

no.,DFT total energy (hartree)
1,-1028.378125
2,-993.166729
3,-683.357225
4,-3215.527421
5,-692.779629
6,-1467.780313
7,-1902.822463
8,-802.382066
9,-802.359204
10,-843.368545
11,-1091.029485
12,-2331.948375